Record 1
Computed, not measured: C4H6 in the gas phase at a distorted geometry, with ωB97M-V with the def2-TZVPD basis set.

Properties
- E_tot (Ha) = -155.83750
- relative energy (zero: lowest compared OMol25 entry of this formula, charge and spin) (kcal per mole) = 78.55
- F_max (eV/Å) = 1.05

Last column: natural (NBO) charge in e.
Element x y z (Å)
C: -0.9838 1.0529 -0.0025  -0.680
C: -0.3639 -0.1852 0.5321  0.000
C: 0.7747 -0.7959 0.0971  -0.442
C: 1.9836 -0.3250 -0.4586  -0.113
H: -1.5191 0.7713 -0.9215  0.240
H: -0.2320 1.7950 -0.2849  0.239
H: -1.7283 1.4714 0.6803  0.223
H: -0.9782 -0.7816 1.2071  0.190
H: 0.6353 -1.8705 0.2412  0.225
H: 2.4117 -1.1325 -1.0901  0.118

Cartesian forces, eV/Å:
C 0.1 0.1 0.0
C -0.4 0.0 0.0
C 0.3 0.1 -0.1
C -0.9 -0.5 -0.1
H 0.1 0.1 0.1
H 0.0 0.0 0.0
H 0.2 0.0 -0.1
H -0.1 0.0 -0.3
H 0.6 -0.2 0.3
H 0.0 0.4 0.1

=====

Record 2
Computed, not measured: a molecular structure, C27H27N7O at a distorted geometry, with ωB97M-V with the def2-TZVPD basis set.

Properties
- E_tot (Ha) = -1503.51935
- relative energy (zero: lowest compared OMol25 entry of this formula, charge and spin) (kcal per mole) = 17.29
- F_max (eV/Å) = 6.01

Last column: natural (NBO) charge in e.
Element x y z (Å)
C: 5.8195 0.2274 3.2403  -0.629
C: 4.8103 -0.3676 2.3005  0.009
C: 3.7917 -1.1831 2.8008  -0.221
C: 2.8475 -1.7689 1.9507  0.011
C: 1.7761 -2.6579 2.4955  -0.644
C: 2.9356 -1.5034 0.5842  0.177
N: 2.0483 -2.1627 -0.3212  -0.371
C: 0.7474 -1.8422 -0.5782  0.396
C: 0.0996 -0.6464 -0.1582  0.095
C: -1.2634 -0.6827 0.2184  -0.191
C: -2.0268 0.4585 0.3657  -0.120
C: -3.4844 0.4189 0.4505  0.071
C: -4.3348 1.5018 0.0980  -0.290
C: -5.7257 1.3205 0.0435  -0.182
C: -6.3126 0.0867 0.3319  -0.272
C: -5.4859 -0.9865 0.6673  -0.201
C: -4.1082 -0.8188 0.7557  -0.249
O: 0.7453 0.4950 -0.1216  -0.765
N: 0.2554 -2.7663 -1.4245  -0.341
C: -1.0843 -2.8347 -1.9910  -0.404
C: 1.2369 -3.7120 -1.6657  -0.074
C: 2.3469 -3.3323 -1.0102  -0.069
C: 3.9291 -0.6819 0.0540  0.012
C: 3.9574 -0.3815 -1.4067  -0.643
C: 4.8636 -0.1151 0.9265  -0.220
H: 6.5748 0.7866 2.6797  0.215
H: 5.3366 0.9095 3.9530  0.223
H: 6.3217 -0.5551 3.8243  0.220
H: 3.7328 -1.3889 3.8719  0.207
H: 1.7744 -3.6514 2.0295  0.218
H: 1.9577 -2.7985 3.5663  0.216
H: 0.7719 -2.2255 2.3903  0.239
H: -1.7405 -1.6544 0.2657  0.203
H: -0.1923 1.2535 0.1074  0.484
H: -3.9175 2.4741 -0.1837  0.202
H: -6.3467 2.1664 -0.2451  0.206
H: -7.3904 -0.0380 0.3041  0.209
H: -5.9118 -1.9643 0.8634  0.205
H: -3.4973 -1.6755 1.0363  0.196
H: -1.0148 -3.4520 -2.8918  0.207
H: -1.8012 -3.3092 -1.3026  0.205
H: -1.4436 -1.8396 -2.2749  0.249
H: 1.0505 -4.5550 -2.3015  0.226
H: 3.3191 -3.7839 -0.9549  0.235
H: 4.8148 0.2653 -1.6136  0.215
H: 4.0701 -1.2822 -2.0214  0.215
H: 3.0528 0.1512 -1.7272  0.248
H: 5.6462 0.5288 0.5192  0.207
N: -1.3952 5.7523 -1.9307  -0.772
C: -1.5527 4.4239 -2.0595  0.430
N: -2.1234 3.8668 -3.1379  -0.516
C: -2.3640 2.5332 -3.1338  0.285
N: -2.0754 1.6458 -2.1223  -0.493
C: -1.4649 2.2190 -1.1221  0.414
C: -1.2232 3.5807 -0.9632  -0.072
N: -1.3519 3.9216 0.4022  -0.424
C: -1.5497 2.8076 1.0626  0.260
N: -1.3770 1.6185 0.2192  -0.486
H: -0.9221 6.1003 -1.1056  0.415
H: -1.5465 6.3458 -2.7357  0.409
H: -2.8600 2.0993 -4.0001  0.191
H: -1.7456 2.6582 2.1262  0.224

Cartesian forces, eV/Å:
C 0.1 0.1 0.1
C -0.3 -0.1 -0.2
C -0.1 -0.1 -0.4
C 0.2 0.3 0.0
C -0.2 -0.2 0.5
C 0.4 0.1 0.2
N -0.2 -0.4 -0.6
C -0.2 1.7 0.8
C -2.1 -2.2 0.5
C 0.9 -0.5 -1.1
C -2.5 -4.0 1.9
C -0.3 -0.3 -0.2
C -0.1 -0.5 0.2
C 0.4 0.0 0.2
C 0.2 0.2 -0.1
C 0.4 0.3 0.1
C -0.4 0.2 -0.2
O 0.5 2.7 0.5
N -0.4 -0.8 -0.1
C 0.0 -0.2 -0.2
C 0.1 -0.2 0.0
C 0.1 0.0 0.1
C -0.1 0.1 0.4
C 0.3 0.3 -0.4
C -0.2 -0.2 0.1
H -0.1 -0.1 0.2
H 0.1 -0.1 -0.2
H -0.1 0.2 -0.1
H 0.0 0.1 -0.3
H 0.0 0.2 0.0
H -0.1 -0.1 -0.1
H 0.2 0.0 -0.1
H 0.1 0.2 -0.1
H 2.8 -1.6 -0.1
H -0.1 -0.3 0.1
H 0.1 -0.1 0.1
H 0.1 0.0 -0.1
H 0.0 0.1 0.1
H -0.2 0.2 0.0
H 0.0 0.1 0.1
H 0.3 0.2 -0.2
H 0.2 -0.1 0.3
H 0.0 -0.1 0.0
H 0.1 0.0 0.0
H -0.1 -0.1 -0.1
H -0.1 0.1 0.1
H 0.1 -0.2 0.1
H -0.2 -0.2 0.1
N 0.0 0.3 -0.5
C 0.1 -1.0 1.0
N 0.0 -0.9 -0.3
C 1.0 0.1 1.6
N 0.2 0.5 -2.3
C -0.7 1.5 1.0
C -1.3 -0.6 0.1
N 0.1 -1.2 1.3
C 1.3 0.5 -1.6
N -0.5 5.7 -1.9
H -0.2 0.0 -0.4
H 0.0 -0.1 0.3
H 0.0 0.3 0.2
H 0.2 0.2 -0.4

=====

Record 3
Computed, not measured: a molecular structure, C3H2DyFLiO3 at a distorted geometry, with ωB97M-V with the def2-TZVPD basis set.

Properties
- 2S+1 = 7
- ⟨S²⟩ = 12.016
- net charge = +2
- E_tot (Ha) = -1333.08613
- F_max (eV/Å) = 2.12

Last column: Löwdin charge in e.
Element x y z (Å)
O: -0.9629 -0.3270 -1.7742  0.060
C: -1.5700 -0.2697 -0.7374  -0.512
C: 0.7217 -0.0425 0.6234  -0.551
O: -0.5520 0.2693 0.6197  -0.127
O: -2.6032 -0.6388 -0.2316  -0.004
C: 1.7591 0.6522 0.1289  0.075
Li: 0.7720 0.1837 -2.3560  0.853
F: 0.9031 -1.3165 1.0065  0.091
H: 2.7558 0.2145 0.1429  0.092
H: 1.6077 1.6980 -0.1371  0.086
Dy: -2.8312 -0.4232 2.7150  1.936

Cartesian forces, eV/Å:
O 0.0 0.9 0.9
C 0.6 -1.6 0.1
C 0.4 -0.2 -1.5
O -1.6 0.2 0.5
O 0.1 0.9 1.1
C -0.3 0.0 0.1
Li 0.0 -0.1 0.2
F 0.1 -0.2 0.4
H -0.3 0.2 0.1
H 0.1 -0.2 0.1
Dy 0.9 0.1 -1.9

=====

Record 4
Computed, not measured: 11 unconnected molecules or ions with the total composition C22H66O22 at a distorted geometry, with ωB97M-V with the def2-TZVPD basis set.

Properties
- structure (SMILES) = OCCO.OCCO.OCCO.OCCO.OCCO.OCCO.OCCO.OCCO.OCCO.OCCO.OCCO
- E_tot (Ha) = -2532.64040
- relative energy (zero: lowest compared OMol25 entry of this formula, charge and spin) (kcal per mole) = 192.67
- F_max (eV/Å) = 3.93

Last column: Löwdin charge in e.
Element x y z (Å)
O: -8.3553 0.1334 0.6330  -0.079
C: -7.7637 1.2201 -0.1992  -0.212
C: -6.2952 1.0262 -0.5041  -0.249
O: -5.9676 -0.0386 -1.4039  -0.071
H: -8.7237 -0.4803 -0.0068  0.066
H: -8.3056 1.2641 -1.1440  0.114
H: -7.8675 2.2248 0.2104  0.115
H: -5.7679 0.9167 0.4436  0.120
H: -6.0819 1.9343 -1.0679  0.120
H: -6.2976 -0.9009 -1.1408  0.077
O: -3.4578 4.3319 4.1199  -0.043
C: -2.6743 5.4004 3.7697  -0.326
C: -2.2024 6.0699 4.9892  -0.246
O: -3.3460 6.5896 5.6701  -0.054
H: -2.8076 3.7821 4.5634  0.092
H: -1.9302 5.0393 3.0598  0.121
H: -3.2065 6.0953 3.1202  0.127
H: -1.5367 6.8840 4.7023  0.127
H: -1.6659 5.3255 5.5775  0.119
H: -3.8966 5.8851 6.0196  0.083
O: -2.9083 0.2315 8.5798  -0.079
C: -3.9233 -0.8130 8.4852  -0.187
C: -4.0454 -1.2150 6.9656  -0.243
O: -2.8898 -1.6953 6.3190  -0.081
H: -2.1336 -0.1203 8.1353  0.069
H: -3.6095 -1.6871 9.0557  0.103
H: -4.8844 -0.6216 8.9625  0.113
H: -4.5880 -0.5907 6.2557  0.119
H: -4.5127 -2.1993 6.9352  0.103
H: -2.9620 -2.6501 6.3882  0.082
O: 1.1643 -1.6513 -0.7387  -0.086
C: -0.0991 -1.1820 -0.1256  -0.199
C: 0.0056 -0.1478 1.0220  -0.243
O: 0.4054 -0.5646 2.3328  -0.061
H: 1.0425 -2.1040 -1.5765  0.069
H: -0.8942 -0.8536 -0.7950  0.108
H: -0.5059 -2.0607 0.3750  0.107
H: -0.9523 0.3683 0.9580  0.114
H: 0.8012 0.5658 0.8076  0.116
H: -0.4317 -0.5384 2.8020  0.075
O: -0.0597 8.3274 -3.6306  -0.080
C: -0.1076 7.4820 -2.4730  -0.212
C: -0.8253 6.1211 -2.8995  -0.227
O: -0.0906 5.0861 -2.2384  -0.062
H: -0.9408 8.3117 -4.0112  0.072
H: 0.8980 7.4866 -2.0524  0.117
H: -0.6948 7.8347 -1.6251  0.100
H: -0.8718 6.0374 -3.9853  0.106
H: -1.9044 6.2237 -2.7857  0.105
H: -0.0185 4.3875 -2.8929  0.081
O: 1.6667 2.3696 7.7983  -0.074
C: 2.3020 3.6915 8.0650  -0.237
C: 1.8186 4.3615 9.2531  -0.312
O: 2.3313 5.6244 9.3838  -0.041
H: 2.3641 1.8957 7.3392  0.067
H: 3.3783 3.5397 7.9834  0.118
H: 2.2236 4.3627 7.2097  0.118
H: 2.0847 3.8695 10.1886  0.132
H: 0.7399 4.3834 9.0983  0.132
H: 2.9582 5.8215 10.0835  0.098
O: -0.9857 -1.0456 -6.1068  -0.066
C: -2.1630 -0.4396 -6.6113  -0.249
C: -1.9783 0.7714 -7.5555  -0.233
O: -1.2705 1.8727 -7.0030  -0.073
H: -1.3920 -1.7550 -5.6036  0.081
H: -2.7459 -1.2286 -7.0865  0.115
H: -2.7271 -0.0729 -5.7537  0.113
H: -2.8829 1.2273 -7.9581  0.120
H: -1.4544 0.4436 -8.4534  0.110
H: -0.3573 1.6907 -6.7694  0.083
O: 3.5262 -6.9470 -6.3266  -0.065
C: 4.5224 -7.5697 -7.0762  -0.257
C: 4.2660 -7.7646 -8.5759  -0.284
O: 3.7664 -9.0092 -8.7642  -0.050
H: 3.4404 -6.1073 -6.7839  0.085
H: 5.2440 -6.7921 -6.8260  0.115
H: 4.9641 -8.4907 -6.6958  0.127
H: 5.1136 -7.5844 -9.2371  0.123
H: 3.4169 -7.1148 -8.7877  0.113
H: 3.6540 -9.1815 -9.7019  0.095
O: -1.3848 -5.8746 -8.1196  -0.046
C: -1.8030 -7.0020 -7.4031  -0.277
C: -2.3352 -6.6256 -6.0142  -0.247
O: -1.2551 -6.1919 -5.2216  -0.064
H: -1.2826 -6.2992 -8.9745  0.086
H: -2.7206 -7.3414 -7.8837  0.116
H: -1.0716 -7.8055 -7.3158  0.126
H: -2.8811 -7.4471 -5.5504  0.113
H: -3.0548 -5.8088 -6.0708  0.116
H: -0.4461 -6.3866 -5.7003  0.076
O: 5.0059 -3.0230 8.4368  -0.085
C: 5.8794 -3.3763 7.3334  -0.213
C: 5.1676 -3.1921 5.9527  -0.231
O: 4.8345 -1.8347 5.5775  -0.073
H: 5.1864 -2.0988 8.6237  0.074
H: 6.7698 -2.7477 7.3503  0.115
H: 6.0495 -4.4405 7.4965  0.115
H: 4.2798 -3.8225 6.0010  0.115
H: 5.8950 -3.5877 5.2438  0.107
H: 4.0893 -1.9581 4.9850  0.077
O: 4.3495 1.6987 -3.1890  -0.073
C: 5.5504 1.8036 -2.4907  -0.241
C: 6.6273 2.2904 -3.5176  -0.234
O: 6.4630 3.6492 -3.8050  -0.089
H: 3.8870 0.9263 -2.8557  0.086
H: 5.3117 2.3909 -1.6040  0.123
H: 5.9434 0.8299 -2.1982  0.109
H: 6.6141 1.9892 -4.5650  0.122
H: 7.6207 2.1846 -3.0817  0.114
H: 5.5727 3.8074 -4.1275  0.082

Cartesian forces, eV/Å:
O 0.9 1.7 -0.9
C -0.6 -1.4 -0.1
C -0.8 -0.6 -0.3
O -0.1 0.4 -0.2
H -0.1 -0.1 0.1
H -0.1 -0.1 -0.1
H -0.3 -0.3 0.8
H 0.4 0.3 -0.1
H 0.8 0.0 0.3
H -0.1 0.1 0.5
O -1.1 -1.4 0.4
C 0.4 0.8 -2.5
C -0.3 0.5 0.2
O 0.7 0.6 0.2
H -0.4 -0.8 0.2
H 1.0 0.1 0.3
H -0.6 0.1 0.4
H 0.0 0.2 0.5
H 0.3 0.1 0.4
H 0.2 -0.3 -0.2
O -1.6 -0.4 0.6
C 1.7 0.0 -1.9
C -1.6 -2.2 0.9
O 2.1 0.6 -0.1
H 0.1 -0.1 -0.1
H 0.5 -0.3 -0.2
H 0.1 1.1 -0.4
H 0.1 0.7 0.6
H -2.0 0.5 0.8
H 0.6 0.2 -0.2
O -0.8 1.5 1.0
C 0.6 -1.7 1.0
C 1.9 0.5 -1.4
O -1.4 -0.4 -0.6
H -0.6 0.1 0.1
H 0.6 0.2 -0.6
H -0.3 -0.3 0.0
H -0.1 0.1 0.6
H -0.2 0.3 -0.7
H 0.2 -0.4 0.7
O -0.2 0.2 0.8
C -1.2 -0.7 -0.9
C 1.9 1.6 0.2
O -1.3 -0.1 -0.7
H -0.1 0.2 -0.2
H 0.1 -1.0 -0.6
H -0.4 0.8 -0.2
H 1.2 -0.2 -0.3
H -0.3 -0.5 1.5
H 0.1 -0.3 0.2
O 0.5 1.9 0.6
C 1.6 -2.0 -3.0
C -0.6 -0.9 2.3
O 0.3 2.8 -1.1
H -0.2 -0.3 0.0
H 0.4 -0.2 1.0
H -1.0 0.1 -0.2
H -0.5 -0.9 -0.1
H -0.3 0.3 0.6
H -0.2 -0.8 0.0
O 0.2 0.3 -0.4
C -1.1 1.1 0.0
C 1.5 -0.5 -0.3
O -0.4 0.4 0.4
H 0.7 -0.4 0.3
H -0.3 0.2 -0.4
H -0.3 0.1 0.1
H -0.4 -0.5 0.6
H 0.2 -0.3 -0.1
H -0.1 -0.6 -0.1
O -2.4 -0.8 0.3
C 2.7 1.1 -0.5
C -0.6 1.9 1.0
O -0.6 -3.1 -0.3
H -0.4 0.2 0.4
H 1.7 -0.5 -1.3
H -0.8 -0.2 0.6
H 0.3 0.4 0.3
H 0.3 1.1 -0.4
H 0.0 -0.1 0.0
O 0.7 -0.2 -0.2
C -2.7 -0.1 1.4
C 0.9 0.3 -0.6
O 0.2 0.1 0.7
H 0.4 0.8 -0.6
H 0.1 -0.8 -0.4
H 0.2 0.0 -0.1
H 0.3 -0.4 0.0
H 0.0 0.2 -0.3
H 0.1 0.1 0.1
O 0.7 0.1 -0.6
C -1.9 1.0 -0.2
C 0.8 -0.1 0.9
O 0.2 -1.1 0.7
H -0.3 0.1 0.1
H 0.3 -0.3 0.1
H 0.5 0.1 -0.4
H -0.1 0.1 -0.2
H -0.1 -0.2 -0.4
H -0.1 0.4 -0.1
O -1.2 -0.5 -0.7
C 1.4 -0.8 -1.4
C -0.6 1.2 0.8
O 0.2 2.3 0.6
H -0.3 0.1 -0.1
H 1.1 0.5 0.0
H -0.3 -0.3 0.4
H -0.3 -2.3 0.5
H 0.0 -0.1 -0.1
H -0.1 -0.1 0.0

=====

Question: Which formula does entry 3 have?
Answer: C3H2DyFLiO3

=====

Copy entry 3 word for word.
Computed, not measured: a molecular structure, C3H2DyFLiO3 at a distorted geometry, with ωB97M-V with the def2-TZVPD basis set.

Properties
- 2S+1 = 7
- ⟨S²⟩ = 12.016
- net charge = +2
- E_tot (Ha) = -1333.08613
- F_max (eV/Å) = 2.12

Last column: Löwdin charge in e.
Element x y z (Å)
O: -0.9629 -0.3270 -1.7742  0.060
C: -1.5700 -0.2697 -0.7374  -0.512
C: 0.7217 -0.0425 0.6234  -0.551
O: -0.5520 0.2693 0.6197  -0.127
O: -2.6032 -0.6388 -0.2316  -0.004
C: 1.7591 0.6522 0.1289  0.075
Li: 0.7720 0.1837 -2.3560  0.853
F: 0.9031 -1.3165 1.0065  0.091
H: 2.7558 0.2145 0.1429  0.092
H: 1.6077 1.6980 -0.1371  0.086
Dy: -2.8312 -0.4232 2.7150  1.936

Cartesian forces, eV/Å:
O 0.0 0.9 0.9
C 0.6 -1.6 0.1
C 0.4 -0.2 -1.5
O -1.6 0.2 0.5
O 0.1 0.9 1.1
C -0.3 0.0 0.1
Li 0.0 -0.1 0.2
F 0.1 -0.2 0.4
H -0.3 0.2 0.1
H 0.1 -0.2 0.1
Dy 0.9 0.1 -1.9